No. 1
The following is a DFT calculation (ωB97M-V/def2-TZVPD) of C6H9N as an isolated structure in a non-equilibrium geometry.

Geometry as XYZ:
```
16
Properties=species:S:1:pos:R:3:forces:R:3:lowdin_charge:R:1
C -2.337 -1.060 0.013 0.31 0.70 -0.61 0.11
C -1.703 -0.020 -0.087 -2.33 -2.04 -0.06 -0.16
C -0.927 1.212 -0.023 0.81 -0.78 2.63 -0.20
C 0.935 -0.083 1.035 0.11 -0.05 2.10 -0.21
C 1.882 -0.734 0.050 1.98 -0.86 -0.43 -0.18
C 1.034 -0.070 -1.008 0.41 -0.47 -3.09 -0.22
H -2.946 -1.985 -0.042 0.92 1.29 0.20 0.05
H -1.118 1.948 -0.774 -0.38 0.36 -0.41 0.11
H -1.111 1.593 1.037 -0.06 0.17 -1.49 0.15
H 1.305 0.394 2.010 -0.44 -0.70 -1.36 0.13
H 0.193 -0.876 1.249 -0.13 0.62 0.27 0.10
H 2.906 -0.319 -0.011 -0.50 0.04 0.45 0.10
H 2.039 -1.851 -0.001 -0.67 1.16 0.33 0.12
H 1.692 0.355 -1.861 -1.39 -0.15 1.24 0.12
H 0.318 -0.820 -1.520 0.57 1.33 1.01 0.13
N 0.488 0.871 0.006 0.79 -0.61 -0.79 -0.15
```
Positions in Å, forces in eV/Å.

Values from the calculation:
- frontier orbital gap (eV) = 10.08
- E_HOMO (eV) = -8.9717
- relative energy (zero: lowest compared OMol25 entry of this formula, charge and spin) (kJ/mol) = 372.2
- LUMO level (eV) = 1.11


No. 2
The following is a DFT calculation (ωB97M-V/def2-TZVPD) of a single C17H20N2O5S molecule in a non-equilibrium geometry.

Geometry as XYZ:
```
45
Properties=species:S:1:pos:R:3:forces:R:3:lowdin_charge:R:1
C 1.851 0.959 -2.078 0.00 -0.07 0.11 -0.14
C 2.572 0.626 -0.786 0.20 0.35 0.11 -0.52
S 3.484 2.058 -0.101 -0.06 -0.10 0.14 0.86
C 2.454 2.513 1.333 -0.05 -0.20 -0.58 -0.45
C 1.105 3.122 0.976 0.31 0.63 0.00 -0.21
O 0.109 2.107 0.932 -0.14 -0.30 0.00 -0.02
C -0.812 2.181 -0.054 -0.07 0.26 -0.27 -0.44
O -0.800 3.053 -0.896 0.01 0.03 0.04 0.08
C -1.782 1.099 0.039 -0.35 -0.23 0.19 -0.05
C -2.766 0.938 -0.882 0.53 0.30 0.36 -0.21
C -2.958 1.818 -2.069 -0.03 0.06 -0.14 0.00
N -3.656 -0.092 -0.746 -0.13 -0.03 -0.30 0.16
C -3.772 -0.893 0.386 -0.12 0.05 0.09 -0.54
O -4.663 -1.705 0.485 -0.28 -0.30 -0.05 0.07
N -2.863 -0.640 1.350 0.05 0.14 0.29 0.15
C -1.634 0.120 1.181 0.27 0.04 -0.09 -0.20
C -0.462 -0.817 0.945 0.14 0.00 0.29 -0.18
C 0.477 -1.033 1.940 -0.22 0.09 -0.12 -0.04
C 1.557 -1.897 1.761 0.23 -0.33 -0.26 0.01
C 1.651 -2.533 0.548 -0.48 0.23 -0.21 -0.21
C 0.703 -2.325 -0.457 0.23 0.03 0.49 -0.20
C -0.361 -1.478 -0.283 0.27 -0.24 -0.09 0.07
O 1.038 -3.066 -1.557 -0.38 0.31 0.05 0.04
C 2.225 -3.752 -1.215 0.64 -0.81 -0.77 -0.15
O 2.599 -3.411 0.103 0.01 0.21 0.42 0.04
H 1.332 0.075 -2.445 -0.07 -0.10 -0.12 0.07
H 2.561 1.289 -2.833 0.00 0.03 -0.11 0.07
H 1.121 1.750 -1.926 -0.05 0.09 -0.03 0.05
H 1.880 0.301 -0.013 0.01 -0.14 0.01 0.04
H 3.319 -0.151 -0.949 -0.08 -0.08 0.06 0.07
H 2.314 1.625 1.950 0.02 0.08 0.16 0.07
H 3.059 3.239 1.873 -0.03 0.00 0.09 0.07
H 1.143 3.638 0.011 0.03 -0.08 0.26 0.12
H 0.808 3.844 1.746 -0.04 -0.09 -0.08 0.13
H -3.141 2.842 -1.748 -0.02 0.01 -0.04 0.10
H -3.791 1.474 -2.678 -0.07 -0.04 -0.04 0.08
H -2.052 1.844 -2.670 -0.02 0.02 -0.04 0.09
H -4.389 -0.211 -1.431 0.09 -0.03 0.18 0.16
H -2.902 -1.257 2.147 -0.12 -0.03 -0.15 0.16
H -1.454 0.674 2.112 -0.01 -0.13 -0.19 0.15
H 0.379 -0.510 2.880 -0.03 0.10 0.11 0.12
H 2.289 -2.057 2.534 0.11 -0.02 0.11 0.12
H -1.084 -1.325 -1.067 -0.12 0.04 -0.17 0.13
H 2.055 -4.838 -1.281 -0.02 0.26 0.08 0.14
H 3.028 -3.467 -1.912 -0.20 0.01 0.19 0.14
```
Positions in Å, forces in eV/Å.

Values from the calculation:
- frontier orbital gap (eV) = 8.98
- E_HOMO (eV) = -8.3818
- SMILES = CCSCCOC(=O)C1=C(C)NC(=O)N[C@H]1c1ccc2c(c1)OCO2
- relative energy (zero: lowest compared OMol25 entry of this formula, charge and spin) (kJ/mol) = 22.0
- LUMO level (eV) = 0.60


No. 3
The following is a DFT calculation (ωB97M-V/def2-TZVPD) of C2H2Ag2Cl6F2 as an isolated structure in a non-equilibrium geometry.

Geometry as XYZ:
```
14
Properties=species:S:1:pos:R:3:forces:R:3:lowdin_charge:R:1
Ag -0.454 -3.325 1.526 -0.18 -0.48 -0.20 0.83
Ag 0.933 -1.028 3.172 0.31 -0.44 -1.68 1.08
F 1.602 -2.913 2.438 -0.39 1.10 0.75 -0.44
F -0.094 -1.090 1.261 0.23 0.09 0.78 -0.56
C 0.666 2.060 0.486 -0.07 0.05 -0.19 -1.56
Cl 1.336 1.756 2.119 0.16 -0.08 0.42 0.54
Cl 1.868 2.801 -0.554 -0.06 -0.11 0.18 0.60
Cl -0.795 3.022 0.585 0.03 -0.10 0.02 0.60
H 0.423 1.085 0.095 -0.03 -0.13 0.03 -0.07
C -1.171 -0.489 -2.072 -0.38 -1.10 0.73 -1.54
Cl 0.545 -0.303 -2.373 0.37 0.54 -0.45 0.86
Cl -1.739 -2.051 -2.509 -0.15 -0.26 0.07 0.72
Cl -1.746 0.739 -3.144 0.26 0.76 -0.43 0.92
H -1.373 -0.264 -1.029 -0.11 0.15 -0.03 0.03
```
Positions in Å, forces in eV/Å.

Values from the calculation:
- frontier orbital gap (spin up / spin down) (eV) = 8.65 / 3.82
- E_HOMO (spin up / spin down) (eV) = -17.1150 / -17.1102
- total charge = +2
- multiplicity = 3
- expectation value of S² = 2.02
- relative energy (zero: lowest compared OMol25 entry of this formula, charge and spin) (kJ/mol) = 0.0
- LUMO level (spin up / spin down) (eV) = -8.47 / -13.29


No. 4
The following is a DFT calculation (ωB97M-V/def2-TZVPD) of a 12-piece molecular cluster, C34H78Cl14O10 overall in a non-equilibrium geometry.

Geometry as XYZ:
```
136
Properties=species:S:1:pos:R:3:forces:R:3:lowdin_charge:R:1
C -5.810 -11.440 5.906 0.04 0.60 0.10 -0.11
O -4.904 -10.324 5.825 -0.65 -0.08 -0.43 -0.19
C -4.892 -9.641 4.536 0.19 -1.28 1.58 -0.18
C -3.941 -8.472 4.563 1.20 0.39 0.33 -0.21
O -2.576 -8.806 4.880 -0.19 0.33 0.12 -0.19
C -1.623 -7.731 4.654 -1.08 -1.39 -1.40 -0.08
H -6.859 -11.145 5.927 -0.15 0.48 -0.07 0.08
H -5.648 -11.966 6.847 0.38 0.17 -0.05 0.08
H -5.744 -12.166 5.096 0.52 0.06 -0.29 0.08
H -5.875 -9.235 4.300 -0.25 -0.01 -0.02 0.12
H -4.650 -10.438 3.833 0.27 0.37 -0.56 0.12
H -4.256 -7.699 5.263 -0.39 -0.12 0.34 0.13
H -4.009 -7.985 3.590 0.18 -0.04 -0.44 0.12
H -0.639 -8.198 4.600 -0.04 0.11 0.62 0.09
H -1.680 -6.863 5.311 -0.13 -0.25 0.30 0.08
H -1.815 -7.438 3.622 0.10 0.67 -0.14 0.07
C -1.699 1.515 2.573 -0.87 0.24 0.59 -0.09
O -2.704 1.815 1.615 1.01 1.19 -0.28 -0.19
C -3.530 0.797 1.170 0.92 -0.62 0.32 -0.22
C -2.942 -0.039 -0.011 -0.33 0.16 1.09 -0.17
O -1.554 -0.409 0.143 -0.87 1.28 0.58 -0.19
C -1.038 -1.128 -0.931 -0.18 -0.97 -0.68 -0.13
H -1.146 0.598 2.369 0.06 0.18 -0.11 0.08
H -2.195 1.477 3.542 -0.10 -0.65 0.33 0.08
H -1.070 2.394 2.717 0.28 -0.12 -0.72 0.09
H -4.436 1.314 0.855 -0.12 -0.35 -0.37 0.13
H -3.802 0.157 2.009 -0.02 -0.33 0.16 0.12
H -3.190 0.577 -0.875 0.74 -0.31 -0.60 0.12
H -3.563 -0.935 0.011 -0.02 -0.31 -0.56 0.12
H -1.497 -2.116 -0.963 -0.41 -0.18 -0.30 0.08
H 0.021 -1.375 -0.858 0.13 0.64 0.63 0.09
H -1.174 -0.631 -1.891 -0.19 0.15 -0.09 0.09
C -1.765 11.826 2.869 0.01 2.28 -0.02 -0.08
O -1.789 12.263 1.494 -0.26 -1.44 -0.29 -0.20
C -1.259 13.530 1.136 -0.86 0.44 1.68 -0.18
C -1.949 14.660 2.010 0.84 -0.85 -0.20 -0.20
O -3.347 14.696 1.844 1.06 0.60 0.55 -0.17
C -3.680 15.011 0.530 -2.14 -0.90 -0.14 -0.13
H -0.813 12.117 3.311 0.35 -0.53 0.09 0.09
H -2.044 10.794 3.084 0.37 -0.10 -1.00 0.09
H -2.489 12.422 3.425 -0.29 0.06 0.09 0.07
H -1.442 13.662 0.070 -0.36 -0.05 0.11 0.11
H -0.171 13.555 1.211 0.24 0.08 0.53 0.11
H -1.468 15.624 1.842 -0.09 0.32 -0.58 0.12
H -1.786 14.517 3.079 0.08 -0.47 -0.04 0.11
H -4.758 15.169 0.560 -0.11 0.48 -0.04 0.09
H -3.642 14.082 -0.037 0.70 0.27 -0.76 0.09
H -3.218 15.899 0.098 0.44 -0.19 0.01 0.10
C 6.989 5.842 5.627 1.32 -0.62 -0.31 -0.15
O 6.459 6.886 4.913 -0.09 3.46 -1.13 -0.19
C 7.224 8.168 4.864 -0.11 -1.46 1.08 -0.14
C 8.460 8.243 4.002 -0.93 -1.73 -0.90 -0.25
O 9.516 7.387 4.396 1.14 0.89 0.39 -0.20
C 10.615 7.596 3.458 -1.53 -0.42 0.41 -0.07
H 7.871 5.516 5.075 0.33 -0.53 0.36 0.08
H 6.258 5.033 5.613 -0.02 0.10 0.32 0.09
H 7.302 6.140 6.627 -0.16 -0.16 0.31 0.09
H 7.626 8.451 5.837 -0.72 -0.17 0.71 0.12
H 6.492 8.896 4.514 0.14 -0.03 0.06 0.13
H 8.794 9.279 3.946 -0.09 0.15 -0.19 0.13
H 8.102 7.827 3.060 0.22 0.62 -0.87 0.13
H 10.740 8.659 3.248 0.13 0.10 0.12 0.08
H 10.236 7.114 2.557 0.71 -0.07 -0.42 0.09
H 11.548 7.173 3.830 -0.33 -0.14 0.06 0.09
C 5.769 -13.029 -2.157 -0.60 0.70 0.11 -0.10
O 4.532 -12.340 -2.236 -0.58 0.77 -0.50 -0.19
C 3.397 -13.099 -2.621 0.60 -0.44 -0.15 -0.21
C 2.180 -12.321 -3.106 -1.41 0.87 1.61 -0.17
O 1.584 -11.453 -2.099 0.31 0.38 -0.52 -0.20
C 0.321 -10.880 -2.499 0.64 -0.63 1.20 -0.11
H 6.535 -12.267 -2.013 -0.03 0.08 -0.31 0.09
H 5.932 -13.559 -3.096 0.29 -0.41 0.19 0.09
H 5.823 -13.625 -1.246 -0.14 -0.65 -0.20 0.08
H 3.247 -13.854 -1.849 -0.89 0.28 0.49 0.13
H 3.586 -13.751 -3.474 0.61 0.02 -0.59 0.11
H 1.373 -13.024 -3.314 0.23 -0.66 -0.32 0.11
H 2.308 -11.743 -4.021 0.65 0.03 -0.06 0.12
H 0.368 -10.175 -3.329 0.16 -0.41 -0.43 0.08
H -0.066 -10.304 -1.658 0.37 0.05 0.20 0.08
H -0.395 -11.697 -2.589 -0.20 0.01 -0.76 0.08
Cl -3.415 -3.926 -8.216 0.21 0.05 0.41 0.52
C -3.263 -3.394 -9.900 -0.01 -1.35 -0.39 -0.65
C -2.345 -4.338 -10.735 -0.19 0.79 0.71 -0.62
Cl -2.714 -6.116 -10.605 0.04 1.24 -0.25 0.49
H -2.860 -2.381 -9.901 -0.06 -0.13 -0.15 0.07
H -4.288 -3.435 -10.269 0.21 0.26 -0.24 0.06
H -1.312 -4.192 -10.420 -0.09 -0.28 0.09 0.06
H -2.415 -3.964 -11.757 -0.11 -0.58 -0.18 0.07
Cl 5.195 -7.914 -8.211 -0.14 -0.03 0.65 0.51
C 5.493 -7.774 -6.434 0.82 0.77 0.05 -0.64
C 4.622 -6.647 -5.797 -0.29 -1.42 -0.69 -0.68
Cl 5.102 -6.335 -4.144 0.41 0.00 0.78 0.56
H 6.566 -7.618 -6.325 -0.06 0.69 -0.15 0.06
H 5.413 -8.748 -5.951 -0.93 0.08 -0.11 0.07
H 3.619 -7.071 -5.746 -0.11 0.37 -0.11 0.06
H 4.593 -5.675 -6.289 0.29 -0.45 -0.41 0.07
Cl 5.227 -1.048 -9.748 0.32 0.65 0.50 0.48
C 6.399 0.186 -9.073 0.03 -0.58 -0.05 -0.60
C 6.615 0.018 -7.531 -0.07 0.35 -1.03 -0.63
Cl 5.148 0.355 -6.536 0.38 -0.23 -0.52 0.50
H 6.131 1.166 -9.468 -0.66 0.04 0.76 0.06
H 7.284 -0.010 -9.678 0.43 -0.35 0.70 0.06
H 7.369 0.708 -7.151 -0.04 0.12 -0.34 0.06
H 6.984 -0.985 -7.317 -0.38 -0.01 -0.03 0.06
Cl -7.234 3.488 12.364 0.19 -0.64 -0.26 0.52
C -5.901 2.969 11.264 0.17 0.96 -0.09 -0.62
C -5.622 4.143 10.290 0.22 -1.04 0.98 -0.71
Cl -6.734 4.216 8.944 -0.52 -0.21 -0.68 0.56
H -6.079 2.015 10.768 -0.62 0.27 -0.09 0.07
H -5.021 2.782 11.879 -0.04 0.36 0.15 0.06
H -4.615 3.969 9.910 -0.03 0.49 -0.10 0.07
H -5.774 5.093 10.802 0.62 -0.19 0.10 0.05
Cl -9.410 0.501 -3.514 0.26 0.28 0.38 0.53
C -9.122 0.068 -5.223 -0.50 0.39 0.16 -0.66
C -8.556 1.274 -5.995 0.12 -0.54 0.82 -0.67
Cl -8.456 0.857 -7.713 -0.05 0.04 -0.25 0.55
H -10.133 -0.191 -5.537 0.34 -0.05 -0.54 0.06
H -8.492 -0.820 -5.193 0.07 0.28 -0.39 0.07
H -7.549 1.520 -5.658 -0.05 -0.16 0.00 0.07
H -9.161 2.169 -5.850 -0.17 -0.25 -0.18 0.07
Cl -7.975 7.497 0.046 0.36 0.33 -0.39 0.53
C -6.563 8.484 -0.450 1.24 0.23 0.12 -0.68
C -5.710 7.875 -1.563 -1.19 -0.50 1.32 -0.69
Cl -6.635 7.928 -3.046 0.04 -0.09 -0.92 0.56
H -5.871 8.484 0.392 -0.36 0.31 0.34 0.07
H -6.846 9.501 -0.719 -0.33 -0.17 0.26 0.07
H -5.605 6.843 -1.227 0.46 -0.14 -0.59 0.06
H -4.746 8.376 -1.646 -0.21 0.02 -0.13 0.08
Cl 8.305 -0.858 0.679 0.55 -0.51 -2.07 0.60
C 7.433 -0.485 2.105 0.78 1.21 1.82 -0.77
C 5.942 -0.739 2.053 0.80 -0.72 0.01 -0.63
Cl 5.391 -1.074 3.720 -0.25 0.16 -0.10 0.54
H 7.741 0.536 2.331 -0.64 0.20 0.12 0.07
H 7.959 -1.057 2.869 -0.69 -0.27 0.19 0.05
H 5.883 -1.670 1.488 -0.71 0.12 -0.01 0.06
H 5.347 0.066 1.622 0.16 -0.18 0.05 0.08
```
Positions in Å, forces in eV/Å.

Values from the calculation:
- frontier orbital gap (eV) = 9.83
- E_HOMO (eV) = -9.4564
- SMILES = COCCOC.COCCOC.COCCOC.COCCOC.COCCOC.ClCCCl.ClCCCl.ClCCCl.ClCCCl.ClCCCl.ClCCCl.ClCCCl
- relative energy (zero: lowest compared OMol25 entry of this formula, charge and spin) (kJ/mol) = 279.3
- LUMO level (eV) = 0.37